Formula: C4H6OS
Source: the Open Molecules 2025 dataset
Level of theory: wB97M-V/def2-TZVPD

Energy above the lowest of the compared OMol25 structures with the same formula, charge and spin: 3.6881 eV
Kohn-Sham gap: 8.5 eV
LUMO level: -0.5 eV

Geometry (Å):
C: 0.864135 -0.727776 -0.155015
C: 1.598606 -1.793350 -0.664006
C: -0.655580 0.079582 0.107568
C: -0.516515 1.589180 0.461870
O: -3.178425 0.107865 -0.075382
S: -2.037421 -0.803542 0.106499
H: 1.531574 0.103202 0.320127
H: 2.648610 -1.803072 -0.502996
H: 1.160255 -2.614715 -1.174640
H: -1.436634 2.103544 0.271323
H: 0.275634 2.023734 -0.150856
H: -0.254234 1.735346 1.455513

Cartesian forces, eV/Å:
C 0.81 2.34 1.46
C -3.35 2.62 1.20
C 2.72 -2.21 -0.25
C -0.11 -1.77 -2.74
O -0.68 -0.20 0.65
S 1.36 1.27 -1.01
H -0.86 -1.75 -0.80
H 0.65 0.19 0.03
H -0.37 -0.60 -0.31
H -0.55 0.18 -0.17
H -0.12 0.00 -0.05
H 0.50 -0.08 2.01

---

Formula: C20H30O2
Source: the Open Molecules 2025 dataset
Level of theory: wB97M-V/def2-TZVPD

Energy above the lowest of the compared OMol25 structures with the same formula, charge and spin: 1.8203 eV
SMILES: CC/C=C\C/C=C\C/C=C\C/C=C\C/C=C\CCCC(=O)O
Kohn-Sham gap: 9.6 eV
LUMO level: 0.7 eV

Geometry (Å):
C: 2.511716 4.792217 1.992850
C: 1.519304 3.849906 1.313420
C: 2.136599 2.510004 1.059222
C: 2.196341 1.859806 -0.093215
C: 1.610277 2.307478 -1.403528
C: 0.186960 1.834173 -1.473922
C: -0.280193 0.835308 -2.207393
C: 0.524869 -0.026047 -3.142976
C: 1.264052 -1.076083 -2.358778
C: 0.750502 -2.232692 -1.970246
C: -0.646118 -2.709059 -2.270874
C: -0.874917 -4.074025 -1.698151
C: -1.440094 -4.358360 -0.535021
C: -1.987054 -3.377787 0.462166
C: -1.078752 -3.332764 1.657577
C: -0.232963 -2.367586 1.985318
C: 0.008985 -1.078278 1.262779
C: -0.528427 0.117437 2.055228
C: -2.065397 0.158426 2.060205
C: -2.566579 0.580982 0.708261
O: -2.769510 -0.140883 -0.232800
O: -2.749586 1.905351 0.636025
H: 2.048256 5.755844 2.192447
H: 3.378906 4.950906 1.355345
H: 2.853174 4.371979 2.936515
H: 1.166755 4.298352 0.384464
H: 0.651202 3.718071 1.967816
H: 2.583496 2.056687 1.936161
H: 2.657616 0.881372 -0.117063
H: 2.196292 1.891566 -2.222212
H: 1.632344 3.397103 -1.479074
H: -0.482653 2.366872 -0.810153
H: -1.323338 0.564840 -2.120963
H: -0.149230 -0.501803 -3.857054
H: 1.240136 0.583389 -3.698995
H: 2.276095 -0.822978 -2.073870
H: 1.355561 -2.912750 -1.385462
H: -1.368885 -1.995428 -1.871895
H: -0.788212 -2.743524 -3.356310
H: -0.494639 -4.888582 -2.303080
H: -1.507543 -5.395372 -0.227845
H: -2.970995 -3.728628 0.790072
H: -2.105510 -2.391265 0.023655
H: -1.122383 -4.216097 2.284361
H: 0.357254 -2.484550 2.887447
H: 1.086606 -0.948447 1.135742
H: -0.437786 -1.088386 0.271909
H: -0.182174 0.052750 3.088915
H: -0.139583 1.042254 1.625012
H: -2.449064 -0.834828 2.294915
H: -2.413962 0.881122 2.797726
H: -3.037753 2.162005 -0.254670

Cartesian forces, eV/Å:
C -0.17 -0.01 -0.10
C 0.13 0.00 0.02
C -0.03 0.14 0.08
C 0.16 -0.05 -0.08
C -0.10 0.00 0.06
C 0.02 0.18 -0.08
C -0.19 0.02 -0.17
C 0.08 0.00 0.08
C 0.09 0.00 -0.14
C 0.15 -0.06 -0.09
C -0.03 0.05 0.03
C -0.08 -0.07 -0.20
C -0.19 -0.10 0.04
C 0.14 0.02 -0.09
C -0.16 -0.14 0.09
C 0.13 0.17 0.03
C -0.04 0.05 0.14
C -0.08 -0.07 -0.13
C 0.13 0.14 0.02
C -0.12 -0.27 0.05
O -0.07 -0.18 -0.20
O -0.01 0.74 0.14
H 0.02 0.10 0.06
H 0.10 0.03 -0.01
H 0.07 -0.01 0.10
H -0.10 -0.01 0.00
H -0.06 0.03 -0.06
H 0.06 -0.17 0.07
H 0.08 -0.13 0.08
H 0.04 0.07 -0.05
H 0.06 -0.03 -0.08
H -0.16 -0.02 0.10
H -0.13 0.03 0.12
H 0.04 0.06 -0.07
H -0.05 -0.06 -0.08
H 0.15 -0.03 0.10
H 0.13 0.00 0.10
H -0.08 0.05 -0.04
H -0.08 0.05 0.03
H 0.03 -0.15 0.03
H 0.07 -0.14 -0.06
H -0.02 0.11 -0.04
H -0.09 0.03 0.01
H 0.07 -0.05 0.14
H 0.04 -0.13 0.11
H 0.00 0.02 -0.10
H 0.06 0.03 -0.12
H 0.03 0.07 0.02
H 0.04 0.03 0.07
H -0.09 0.05 -0.04
H -0.04 -0.08 0.02
H 0.05 -0.32 0.05

---

Question: The lowest Kohn-Sham gap belongs to which entry?
Answer: C4H6OS

---

Question: Which value of Kohn-Sham gap does entry 1 give?
Answer: 8.5 eV